Record 1
{
  "formula": "C8H11N2O2PS",
  "method": "wB97M-V/def2-TZVPD",
  "homo_lumo_gap_ev": 8.44,
  "relative_energy_kcal_mol": 20.0,
  "species": ["H", "C", "C", "H", "C", "H", "N", "C", "S", "H", "H", "O", "P", "C", "O", "H", "H", "C", "N", "H", "H", "H", "H", "C", "C"],
  "xyz": [[-3.975, -0.520, -2.232], [-2.997, 0.023, -1.906], [-1.086, 0.469, -0.534], [0.263, 1.861, -1.068], [-0.689, 1.490, -1.334], [3.442, 0.725, 0.210], [0.943, 0.153, 0.590], [-0.263, -0.211, 0.477], [1.130, -3.410, 2.158], [0.704, -0.983, 3.338], [3.793, 0.781, 1.879], [2.890, -1.410, 3.504], [1.646, -1.601, 2.591], [-2.261, -0.325, -0.816], [-3.354, 1.417, -3.891], [-0.645, -1.022, 1.236], [-1.199, 2.709, -2.969], [-1.411, 1.790, -2.406], [1.949, -0.337, 1.438], [3.213, -2.121, 4.080], [-2.500, -1.088, -0.150], [3.921, -0.803, 1.223], [-4.260, 1.113, -3.837], [-2.621, 1.135, -2.764], [3.367, 0.167, 1.179]],
  "mulliken_charge": [0.1143, -0.2948, 0.7760, 0.4827, -0.6478, 0.2847, -0.3076, -0.2355, -0.3851, 0.0477, 0.3056, -0.4415, 0.3227, -0.8644, -0.5348, 0.1111, 0.3115, -0.3582, 0.1753, 0.3556, 0.3853, 0.2705, 0.3105, 0.5856, -0.7695]
}


Record 2
{
  "formula": "C20H22NO12",
  "method": "wB97M-V/def2-TZVPD",
  "total_charge": -1,
  "homo_lumo_gap_ev": 4.36,
  "species": ["C", "O", "O", "C", "H", "C", "C", "C", "H", "H", "C", "H", "H", "H", "C", "C", "H", "H", "C", "O", "C", "H", "C", "H", "C", "C", "O", "C", "H", "H", "C", "H", "O", "N", "C", "O", "O", "O", "H", "H", "O", "H", "C", "H", "H", "C", "O", "H", "O", "C", "H", "H", "O", "H", "C"],
  "xyz": [[-3.838, -1.116, -1.792], [0.981, 2.818, 3.304], [-6.743, -3.145, -2.083], [3.112, -0.282, -1.621], [4.526, 2.575, -2.186], [-4.813, -1.850, -2.343], [0.834, 0.440, 3.044], [1.708, 0.210, 5.752], [1.917, -1.958, 6.397], [-0.255, 2.539, -0.573], [-5.820, -2.351, -0.067], [4.141, -0.616, -1.663], [-3.948, -0.872, 1.919], [1.541, -1.134, -4.616], [-0.120, 0.621, -1.492], [1.545, 1.524, 5.164], [-0.746, 1.213, 0.426], [2.758, -0.509, -0.611], [-5.878, -2.507, -1.512], [3.947, 2.081, 0.963], [1.432, -0.993, 4.897], [0.817, -1.738, 3.006], [4.251, 1.885, -1.391], [-5.699, -2.609, -3.780], [-3.793, -0.941, -0.347], [0.499, 0.456, -3.771], [2.059, 0.021, 6.905], [1.765, -0.368, -3.882], [1.765, 2.381, 5.784], [-3.069, -0.636, -2.383], [3.881, 2.702, -0.132], [5.067, 1.202, -1.187], [-0.308, 0.439, -4.678], [3.025, 1.162, -1.830], [-0.799, 1.596, -0.583], [0.444, 0.620, 1.908], [1.624, -2.169, 5.491], [3.492, 3.880, -0.308], [2.289, 1.510, -1.234], [-6.582, -2.841, 0.522], [-4.911, -2.050, -3.653], [-1.818, 1.806, -0.890], [2.239, -1.097, -2.616], [2.583, 0.216, -4.283], [0.701, 2.637, 2.386], [1.139, 1.645, 3.891], [-2.951, -0.280, 0.227], [2.847, -1.934, -2.956], [-4.734, -1.439, 1.796], [1.021, -0.879, 3.629], [-0.718, -0.276, -1.653], [0.781, 0.303, -0.970], [0.270, 1.269, -2.701], [1.387, -1.540, -2.111], [-4.844, -1.619, 0.485]],
  "mulliken_charge": [-0.9589, -0.5968, -0.6376, -0.8066, 0.3191, 0.3557, 0.7410, 1.0182, 0.3505, 0.5284, -0.9204, 0.6132, 0.3571, 0.3387, 0.8153, -0.8984, 0.1406, 0.0534, 0.8856, -0.7305, 0.4058, 0.4529, -0.6389, 0.3472, 1.0266, 0.4667, -0.6626, -0.4581, 0.4211, 0.6421, 0.4942, 0.3275, -0.6571, 0.0265, -1.4235, -0.3467, -0.6038, -0.7515, -0.0661, 0.4166, -0.5695, 0.2851, -0.4830, 0.3195, 0.3064, 0.3820, -0.5255, 0.5116, -0.6037, -1.1098, 0.2834, -0.3372, -0.2865, 0.2362, 0.2045]
}


Record 3
{
  "formula": "C21H25F2N3OPrSSb",
  "method": "wB97M-V/def2-TZVPD",
  "multiplicity": 3,
  "s_squared": 2.007,
  "total_charge": 2,
  "homo_lumo_gap_ev": [6.75, 6.82],
  "relative_energy_kcal_mol": 0.0,
  "species": ["C", "H", "H", "F", "H", "H", "C", "H", "H", "H", "N", "H", "N", "H", "H", "C", "S", "C", "H", "Sb", "H", "H", "C", "C", "H", "H", "C", "C", "C", "H", "C", "H", "C", "H", "H", "C", "O", "H", "C", "H", "C", "C", "Pr", "H", "C", "F", "C", "N", "C", "H", "C", "H", "H", "C", "C"],
  "xyz": [[12.620, 11.358, 8.766], [11.801, 11.187, 5.052], [11.765, 11.279, 11.698], [12.529, 5.588, 5.757], [9.665, 7.984, 13.304], [7.650, 8.983, 6.870], [12.373, 12.678, 9.110], [14.705, 9.104, 5.033], [15.996, 7.946, 4.683], [10.428, 10.360, 13.418], [12.063, 7.903, 10.898], [16.000, 5.371, 8.879], [11.826, 10.623, 7.954], [12.854, 13.076, 9.953], [11.468, 5.245, 11.336], [10.850, 9.683, 12.718], [8.246, 8.163, 9.094], [14.637, 8.500, 8.869], [9.807, 5.835, 11.741], [14.143, 10.335, 10.074], [10.729, 6.249, 6.395], [9.998, 13.200, 6.750], [12.368, 9.205, 10.935], [15.034, 8.046, 5.226], [8.119, 10.635, 9.068], [7.302, 9.957, 10.484], [10.995, 10.672, 5.667], [15.719, 6.349, 8.551], [10.888, 5.933, 11.959], [15.143, 7.182, 10.537], [11.084, 11.307, 7.040], [11.047, 5.683, 13.022], [15.868, 6.665, 7.173], [16.702, 6.232, 6.582], [6.211, 8.643, 7.894], [10.656, 12.594, 7.397], [9.715, 8.052, 8.544], [10.847, 14.248, 8.708], [11.282, 13.287, 8.413], [14.327, 7.366, 4.780], [7.200, 8.309, 7.572], [15.212, 7.326, 9.429], [11.942, 8.227, 8.311], [9.040, 10.046, 10.447], [11.158, 7.413, 11.828], [11.637, 4.896, 7.548], [11.760, 6.091, 6.808], [14.452, 8.567, 7.503], [8.161, 9.889, 9.819], [11.140, 9.575, 5.653], [10.544, 8.346, 12.730], [7.097, 7.294, 7.127], [10.050, 10.967, 5.247], [11.685, 10.160, 11.737], [15.155, 7.755, 6.657]],
  "lowdin_spin": [0.0008, 0.0001, 0.0000, -0.0043, 0.0000, 0.0000, -0.0001, 0.0000, 0.0000, 0.0000, -0.0021, 0.0000, -0.0051, 0.0000, 0.0000, -0.0001, -0.0009, -0.0013, 0.0000, -0.0010, -0.0017, -0.0001, -0.0010, 0.0001, 0.0000, 0.0000, 0.0001, 0.0002, 0.0000, 0.0000, 0.0002, 0.0000, -0.0009, 0.0000, 0.0000, -0.0003, -0.0053, 0.0000, 0.0006, 0.0000, -0.0001, -0.0009, 2.0510, 0.0000, -0.0002, -0.0038, -0.0201, -0.0030, -0.0001, 0.0000, -0.0002, 0.0000, 0.0000, -0.0001, -0.0001]
}


Record 4
{
  "formula": "C5H9ClOS",
  "method": "wB97M-V/def2-TZVPD",
  "homo_lumo_gap_ev": [6.49, 8.96],
  "relative_energy_kcal_mol": 87.7,
  "species": ["S", "H", "H", "H", "H", "H", "H", "H", "Cl", "C", "C", "H", "H", "O", "C", "C", "C"],
  "xyz": [[1.267, 0.966, 0.327], [-1.028, -1.111, -1.577], [3.449, -1.656, 0.540], [-1.196, 1.761, -1.267], [-3.417, 0.754, 0.219], [0.739, -1.295, 0.659], [3.308, -0.374, -0.542], [-1.014, 0.709, 1.550], [-2.207, -1.459, 0.431], [-1.522, 1.045, -0.543], [-0.440, 1.323, 0.669], [2.395, -2.000, -0.978], [-0.395, 2.316, 0.977], [-2.764, 1.410, -0.004], [-1.511, -0.502, -0.796], [2.755, -1.228, -0.183], [1.580, -0.660, 0.518]],
  "mulliken_charge": [-0.1099, 0.4096, 0.2804, 0.3490, 0.3416, 0.4171, 0.3304, 0.2947, -0.1285, 0.1617, -0.7764, 0.2068, 0.4467, -0.5255, -0.5365, -0.9362, -0.2250]
}